*w*
# C2H5OS

2 unconnected molecules or ions with the total composition C2H5OS (wB97M-V/def2-TZVPD, OMol25).

XYZ file:
```
9
C2H5OS, DFT wB97M-V/def2-TZVPD
S 2.43394 -1.08059 -0.26451
H 3.58220 -0.36558 -0.48180
C -1.22176 -0.36086 0.77267
C -1.05173 0.62342 -0.12273
O -0.05295 1.01871 -0.91978
H -2.17976 -0.57300 1.13120
H -0.34284 -1.12993 0.92917
H -1.88180 1.35684 -0.42093
H 0.71471 0.51100 -0.62328
```

gap between HOMO and LUMO	0.2616	hartree
net charge	-1

***

*x*
# C2H5OS

2 unconnected molecules or ions with the total composition C2H5OS (wB97M-V/def2-TZVPD, OMol25).

XYZ file:
```
9
C2H5OS, DFT wB97M-V/def2-TZVPD
S -1.27025 0.86418 1.49996
H -0.62447 -0.34452 1.53359
O 0.58226 -0.21032 -2.21938
C 0.74774 -0.09630 -1.02396
C 1.15016 -1.25540 -0.13102
H 0.75461 0.92798 -0.63578
H 1.49484 -0.81779 0.80532
H 0.28645 -1.89928 0.00870
H 2.04967 -1.75372 -0.51860
```

gap between HOMO and LUMO	0.2478	hartree
net charge	-1

***

*x* (0.0103 hartree below the next structure)

***

*w*
# C2H5OS

2 unconnected molecules or ions with the total composition C2H5OS (wB97M-V/def2-TZVPD, OMol25).

XYZ file:
```
9
C2H5OS, DFT wB97M-V/def2-TZVPD
S 2.21369 0.23671 -1.91391
H 1.92620 1.57095 -1.83778
C -1.06312 -0.27796 1.44897
C -0.49511 -0.03144 0.26490
O -0.20863 -1.00878 -0.60155
H -1.66707 0.48194 1.92206
H -0.83105 -1.11700 2.09012
H -0.46502 0.97320 -0.16784
H 0.59012 -0.82762 -1.20498
```

gap between HOMO and LUMO	0.2746	hartree
net charge	-1

***

*x*
# C2H5OS

2 unconnected molecules or ions with the total composition C2H5OS (wB97M-V/def2-TZVPD, OMol25).

XYZ file:
```
9
C2H5OS, DFT wB97M-V/def2-TZVPD
S 2.27120 -0.43174 -0.11644
H 1.82343 -0.94697 1.06408
O -2.59313 -0.31267 0.38450
C -1.43489 0.06187 0.36637
C -0.93294 1.14209 -0.51570
H -0.69722 -0.36602 1.06425
H 0.10278 1.41037 -0.30766
H -1.57161 2.02210 -0.45704
H -0.96886 0.79558 -1.56014
```

gap between HOMO and LUMO	0.2490	hartree
net charge	-1

***

*x* (0.0174 hartree below the next structure)

***

*w*
# C3H6N4O

C3H6N4O in the gas phase (wB97M-V/def2-TZVPD, OMol25).

XYZ file:
```
14
C3H6N4O, DFT wB97M-V/def2-TZVPD
N 1.46536 1.61911 0.13002
C 0.38346 0.79521 -0.11333
N -0.89714 1.21193 -0.02745
C -1.65322 0.09782 -0.01220
O -2.98777 0.25763 0.06690
C -0.85910 -1.04052 -0.00436
N 0.42682 -0.57325 -0.23020
N 1.45515 -1.42853 0.10674
H 2.03352 1.66268 -0.71178
H 1.12013 2.59324 0.37122
H -3.45153 -0.56487 0.00034
H -1.06713 -2.12477 -0.16497
H 1.72838 -1.34343 1.04909
H 2.30306 -1.16225 -0.46001
```

gap between HOMO and LUMO	0.3095	hartree
net charge	0
structure (SMILES)	Nc1nc(O)cn1N

***

*x*
# C3H6N4O

C3H6N4O in the gas phase (wB97M-V/def2-TZVPD, OMol25).

XYZ file:
```
14
C3H6N4O, DFT wB97M-V/def2-TZVPD
H -1.59204 2.35019 -0.24860
N -1.83989 1.45039 0.02708
C -0.87736 0.72010 0.18359
O 0.40804 1.01605 -0.08303
C 1.04005 -0.14224 -0.23288
C 2.55951 -0.10225 0.03084
N 0.22124 -1.20374 -0.02073
N -0.99802 -0.64969 0.34288
N -2.17628 -1.18751 -0.09779
H 2.77938 -1.07885 0.04375
H 3.34184 0.55768 -0.49833
H 2.60882 0.18887 1.22998
H -2.36953 -0.97576 -1.12755
H -3.10576 -0.94322 0.45078
```

gap between HOMO and LUMO	0.3417	hartree
net charge	0
structure (SMILES)	[H]/N=c1\oc(C)nn1N

***

*w* (0.0761 hartree below the next structure)

***

*w*
# C3H6N4O

C3H6N4O in the gas phase (wB97M-V/def2-TZVPD, OMol25).

XYZ file:
```
14
C3H6N4O, DFT wB97M-V/def2-TZVPD
C 2.35539 -0.60763 0.09734
N 1.23560 0.24930 -0.30503
N 0.05321 -0.31019 -0.12860
C -1.01345 0.38906 -0.14331
C -0.93033 1.78751 -0.06819
N -0.84503 2.95012 0.01624
N -2.25417 -0.15776 0.12834
O -2.37585 -1.48970 -0.20743
H 2.32318 -1.54007 -0.51801
H 2.30391 -0.78684 1.16845
H 3.34084 -0.15051 -0.07247
H 1.38808 1.28799 -0.37892
H -3.11078 0.33665 -0.19689
H -2.47059 -1.95793 0.60849
```

gap between HOMO and LUMO	0.3191	hartree
net charge	0
structure (SMILES)	CN/N=C(\C#N)NO

***

*x*
# C3H6N4O

C3H6N4O in the gas phase (wB97M-V/def2-TZVPD, OMol25).

XYZ file:
```
14
C3H6N4O, DFT wB97M-V/def2-TZVPD
H -2.51667 -1.14868 0.19002
N -2.50567 -0.16714 0.05173
C -1.29606 0.21942 0.16717
C -0.71199 1.57094 0.04752
C 0.62489 1.38838 -0.14511
N 0.90642 0.01412 -0.26861
N 2.17885 -0.32767 0.20358
N -0.17739 -0.67377 0.40263
O -0.33973 -1.91354 -0.15196
H -1.39584 2.41009 -0.03026
H 1.41624 2.08462 -0.27823
H 2.05760 -0.60728 1.18139
H 2.51710 -1.13899 -0.36157
H -0.75775 -1.71049 -1.00831
```

gap between HOMO and LUMO	0.3434	hartree
net charge	0
structure (SMILES)	[H]/N=c1/ccn(N)n1O

***

*w* (0.0035 hartree below the next structure)

***

*w*
# C3H6N4O

C3H6N4O in the gas phase (wB97M-V/def2-TZVPD, OMol25).

XYZ file:
```
14
C3H6N4O, DFT wB97M-V/def2-TZVPD
H -1.79639 0.90687 0.27357
N -1.23156 0.14095 -0.00545
C -0.20077 0.55140 -0.63136
N -0.16824 1.95157 -1.10659
N 0.93516 -0.24887 -0.94909
N 0.93308 -1.62987 -0.63556
C 0.40486 -1.84167 0.60173
C -0.10908 -0.85155 1.66946
O 0.63011 0.06866 2.04247
H 0.81305 2.34326 -1.37212
H -0.71230 2.72618 -0.90980
H 1.17547 -0.01523 -1.90228
H 0.36259 -2.83206 0.67114
H -1.03597 -1.26963 2.25388
```

gap between HOMO and LUMO	0.3512	hartree
net charge	0
structure (SMILES)	[H]/N=C(\N)N/N=C\C=O

***

*x*
# C3H6N4O

C3H6N4O in the gas phase (wB97M-V/def2-TZVPD, OMol25).

XYZ file:
```
14
C3H6N4O, DFT wB97M-V/def2-TZVPD
H -0.22815 1.27430 -2.49062
N -0.97272 1.41982 -1.75942
C -0.78175 0.63936 -0.70661
N -1.28492 0.92152 0.61525
C -0.52321 0.31879 1.42095
N 0.38821 -0.49594 0.76669
C 0.89982 -1.72401 1.37775
N 0.11800 -0.41909 -0.56536
O 1.36031 -0.21325 -1.20949
H -0.59679 0.33904 2.49057
H 1.73551 -2.03174 0.70846
H 0.01295 -2.52347 1.65435
H 1.37085 -1.41701 2.33531
H 1.51398 0.67577 -0.97475
```

gap between HOMO and LUMO	0.3404	hartree
net charge	0
structure (SMILES)	[H]/N=c1/ncn(C)n1O

***

*y*
# C3H6N4O

A molecular structure, C3H6N4O (wB97M-V/def2-TZVPD, OMol25).

XYZ file:
```
14
C3H6N4O, DFT wB97M-V/def2-TZVPD
C 1.88530 -0.71242 0.26338
C 0.74106 1.36758 -0.23155
C -1.13234 0.57118 -0.06362
H 2.92692 -0.24734 0.22280
H 2.06826 -1.59280 -0.30231
H 1.52089 -0.83602 1.27937
H 1.53583 2.05486 -0.32331
H -3.64916 -0.64478 0.42245
H -0.64041 -1.40536 -0.22496
N 0.96269 0.06367 -0.47158
N -0.48419 1.76292 -0.02642
N -2.34661 0.57562 0.21073
N -0.34032 -0.45726 -0.51419
O -3.04793 -0.49983 -0.24079
```

gap between HOMO and LUMO	0.3002	hartree
net charge	0

***

*z*
# C3H6N4O

C3H6N4O in the gas phase (wB97M-V/def2-TZVPD, OMol25).

XYZ file:
```
14
C3H6N4O, DFT wB97M-V/def2-TZVPD
H 2.89189 1.00330 -0.67563
N 2.09676 1.43703 -0.22600
C 1.03445 0.73114 -0.14317
C -0.27121 1.04460 0.26381
C -1.05754 -0.05024 -0.07301
N -2.45597 -0.08102 -0.06101
N -0.22335 -1.21128 -0.38027
N 1.06867 -0.73481 -0.44943
O 2.03895 -1.38486 0.37751
H -0.80883 2.05309 0.30097
H -2.92782 -0.70188 0.65408
H -2.94464 0.86720 0.14645
H -0.45955 -1.85674 -1.10553
H 2.01819 -1.11554 1.37126
```

gap between HOMO and LUMO	0.3231	hartree
net charge	0
structure (SMILES)	[H]/N=c1/cc(N)[nH]n1O

***

*w* (0.0129 hartree below the next structure)

***

*w*
# C3H6N4O

C3H6N4O in the gas phase (wB97M-V/def2-TZVPD, OMol25).

XYZ file:
```
14
C3H6N4O, DFT wB97M-V/def2-TZVPD
H 2.78924 0.86955 -0.59407
N 1.82227 1.26142 -0.48037
C 0.93032 0.59559 0.11319
C -0.38792 1.31493 0.27322
N -1.57493 0.86654 0.11293
N -1.67618 -0.56186 -0.07143
C -2.89309 -0.82265 -0.20384
N 1.13277 -0.72821 0.51980
O 2.17262 -1.39372 -0.21434
H -0.30175 2.46502 0.42182
H -3.62668 0.10001 -0.33767
H -3.11070 -1.87412 -0.52422
H 0.24894 -1.18358 0.59151
H 2.79653 -1.61958 0.49548
```

gap between HOMO and LUMO	0.3521	hartree
net charge	0
structure (SMILES)	[H]/N=C(/C=N\N=C)NO

***

*x*
# C3H6N4O

C3H6N4O in the gas phase (wB97M-V/def2-TZVPD, OMol25).

XYZ file:
```
14
C3H6N4O, DFT wB97M-V/def2-TZVPD
N -1.98166 -1.85874 -0.30309
C -1.10969 -1.06715 -0.35421
N -0.73261 0.30032 -0.06618
N -1.47012 1.37369 0.46965
C 0.60558 0.29616 -0.21073
N 1.32263 1.41353 -0.32724
C 0.94890 -1.08031 -0.44791
O 1.16531 -1.88479 0.68874
H -2.37491 1.39417 0.00834
H -1.63366 1.19419 1.45832
H 2.32403 1.36091 -0.24492
H 0.85637 2.30637 -0.22961
H 1.68144 -1.27876 -1.23003
H 0.39840 -2.46959 0.78886
```

gap between HOMO and LUMO	0.2877	hartree
net charge	0
structure (SMILES)	N#CN(N)/C(N)=C\O

***

*y*
# C3H6N4O

C3H6N4O in the gas phase (wB97M-V/def2-TZVPD, OMol25).

XYZ file:
```
14
C3H6N4O, DFT wB97M-V/def2-TZVPD
N -2.66623 -0.14411 -0.13949
C -1.36158 0.10533 -0.08587
C -0.64193 1.22740 0.13619
C 0.76826 0.80066 0.07461
O 1.77531 1.42094 -0.06685
N 0.79678 -0.58684 0.40761
N 1.86508 -1.32389 -0.36651
N -0.51799 -1.12348 0.07308
H -3.33191 0.51390 -0.44146
H -2.92551 -1.13824 -0.17593
H -0.94603 2.25217 -0.05409
H 2.49638 -1.63034 0.41510
H 2.41213 -0.46620 -0.70359
H -0.83941 -1.45086 0.92229
```

gap between HOMO and LUMO	0.3547	hartree
net charge	0
structure (SMILES)	Nc1cc(=O)n(N)[nH]1

***

*z*
# C3H6N4O

A molecular structure, C3H6N4O (wB97M-V/def2-TZVPD, OMol25).

XYZ file:
```
14
C3H6N4O, DFT wB97M-V/def2-TZVPD
C -2.14879 0.22957 -0.58001
C -0.85358 -0.26652 -0.22559
C 0.84433 -0.78728 0.90388
H -2.56326 -0.75731 -1.47495
H -2.23255 1.31730 -0.99047
H -2.84168 -0.14865 0.44982
H 1.27564 -1.99672 2.24335
H -0.28353 2.45393 -0.22301
H 0.11754 2.66425 -1.98828
N -0.58015 -1.04486 0.66402
N 1.69077 -1.25903 1.61966
N 0.16203 0.49716 -0.88749
N -0.01941 1.88105 -1.03793
O 1.33792 0.11154 -0.13924
```

gap between HOMO and LUMO	0.3575	hartree
net charge	0

***

*y* (0.0789 hartree below the next structure)

***

*w*
# C3H6N4O

C3H6N4O in the gas phase (wB97M-V/def2-TZVPD, OMol25).

XYZ file:
```
14
C3H6N4O, DFT wB97M-V/def2-TZVPD
H 0.20436 1.81696 -1.92354
N 0.89534 1.10695 -1.90593
C 0.50791 0.17068 -1.15726
C 1.16685 -1.02713 -0.76855
C 0.57589 -1.56197 0.31636
N -0.69793 -0.94243 0.44292
O -1.34976 -1.04844 1.70280
N -0.74273 0.20971 -0.28466
N -0.76575 1.32531 0.51546
H 2.10960 -1.34571 -1.14871
H 0.93366 -2.30904 1.03372
H -1.41481 -0.13999 2.04142
H -1.48894 2.00721 0.34840
H 0.06630 1.73789 0.78757
```

gap between HOMO and LUMO	0.3195	hartree
net charge	0
structure (SMILES)	[H]/N=c1/ccn(O)n1N

***

*x*
# C3H6N4O

C3H6N4O in the gas phase (wB97M-V/def2-TZVPD, OMol25).

XYZ file:
```
14
C3H6N4O, DFT wB97M-V/def2-TZVPD
H 0.67774 -2.45543 0.76058
N 0.74687 -1.65065 1.42459
C 0.05727 -0.61236 1.14336
N 0.04110 0.53195 1.77920
C -0.55618 1.43133 1.05287
N -1.20912 0.83257 -0.09407
N -0.93833 -0.53091 -0.01473
O -0.30172 -1.05936 -1.20056
C 0.78380 -0.18341 -1.48660
H -0.61937 2.41205 1.43007
H -2.19700 1.18075 -0.29058
H 1.57045 -0.79977 -2.16653
H 1.41654 0.04884 -0.47539
H 0.52797 0.85441 -1.86224
```

gap between HOMO and LUMO	0.3394	hartree
net charge	0
structure (SMILES)	[H]/N=c1/nc[nH]n1OC

***

*x* (0.0135 hartree below the next structure)

***

*w*
# C14H28Br14

7 unconnected molecules or ions with the total composition C14H28Br14 (wB97M-V/def2-TZVPD, OMol25).

XYZ file:
```
56
C14H28Br14, DFT wB97M-V/def2-TZVPD
Br 22.68854 3.41614 -4.36740
C 21.45267 2.30938 -5.41731
C 21.20180 1.05502 -4.63297
Br 19.77943 0.03075 -5.48791
H 21.88044 2.20685 -6.40977
H 20.56347 2.92588 -5.51525
H 20.75022 1.33339 -3.68839
H 22.05132 0.39226 -4.53565
Br 15.28206 -2.38425 -6.70120
C 17.09195 -2.78723 -6.05438
C 17.22985 -2.57326 -4.56542
Br 18.61570 -3.76191 -3.84571
H 17.77422 -2.14060 -6.60397
H 17.32722 -3.79385 -6.38756
H 16.32979 -2.85337 -4.03065
H 17.54227 -1.55078 -4.37965
Br 21.24129 -2.30644 4.27652
C 21.14593 -4.08348 3.42873
C 19.80180 -4.74783 3.64623
Br 19.90617 -5.61948 5.45220
H 21.89861 -4.66351 3.95343
H 21.48107 -3.94479 2.40680
H 19.67061 -5.57168 2.95152
H 18.94775 -4.08336 3.63365
Br 17.00068 -2.50395 4.76112
C 16.16252 -1.47237 3.29326
C 15.28982 -2.34343 2.45981
Br 14.44582 -1.35302 0.94793
H 16.94693 -0.99586 2.70885
H 15.58181 -0.67049 3.74469
H 14.45158 -2.75900 3.01612
H 15.79818 -3.21221 2.04381
Br 19.23293 3.75580 -2.39628
C 20.70859 3.56379 -1.14829
C 21.04888 4.94113 -0.57101
Br 22.45304 4.81056 0.79029
H 21.57613 3.17490 -1.66775
H 20.38364 2.95082 -0.31083
H 20.21167 5.40499 -0.06638
H 21.42597 5.53194 -1.40356
Br 18.64308 -7.25298 -2.93923
C 18.64838 -7.25200 -0.95525
C 17.94644 -8.55841 -0.61285
Br 18.13328 -8.72175 1.34953
H 18.02436 -6.40717 -0.69956
H 19.68178 -7.20574 -0.64546
H 18.45089 -9.41561 -1.03541
H 16.88356 -8.51046 -0.80292
Br 19.55326 0.22885 -1.38681
C 18.71359 -1.45499 -0.87323
C 19.58659 -2.08721 0.20936
Br 19.22073 -4.04660 0.37863
H 18.53289 -2.03942 -1.76573
H 17.78432 -1.18299 -0.37790
H 19.37348 -1.65020 1.17638
H 20.63629 -2.10016 -0.05433
```

gap between HOMO and LUMO	0.3776	hartree
net charge	0
structure (SMILES)	BrCCBr.BrCCBr.BrCCBr.BrCCBr.BrCCBr.BrCCBr.BrCCBr

***

*x*
# C14H28Br14

A molecular structure, C14H28Br14 (wB97M-V/def2-TZVPD, OMol25).

XYZ file:
```
56
C14H28Br14, DFT wB97M-V/def2-TZVPD
Br 1.74662 -0.62087 -0.55472
C 1.57606 -2.44640 0.15244
C 2.14347 -3.42258 -0.77788
Br 4.07296 -3.32269 -0.91025
H 0.48983 -2.49017 0.23181
H 1.99946 -2.38843 1.15518
H 1.86404 -3.22474 -1.81272
H 1.84011 -4.43006 -0.49320
Br -0.12383 2.20757 2.20635
C -1.26353 1.17901 0.93236
C -0.34118 0.25227 0.10177
Br -1.33247 -0.73958 -1.31783
H -1.81410 1.95497 0.40053
H -1.94455 0.44058 1.35549
H 0.07375 -0.58760 0.65904
H 0.49554 0.73001 -0.40791
Br 1.28074 5.64124 -4.43024
C 1.46222 3.92732 -3.27275
C 0.96373 4.16849 -1.83220
Br 0.77400 2.48933 -0.70196
H 2.52100 3.67110 -3.31066
H 0.89444 3.12010 -3.73548
H -0.04435 4.57842 -1.77031
H 1.67343 4.83240 -1.33860
Br 0.17329 -2.92226 -1.89820
C -1.66769 -2.66248 -2.58793
C -1.72515 -3.08551 -4.03935
Br -0.53253 -1.89720 -5.04972
H -2.00928 -1.64435 -2.40127
H -2.34125 -3.28552 -1.99949
H -2.71900 -2.87372 -4.43371
H -1.39066 -4.11453 -4.17097
Br 0.87593 -4.05101 4.79242
C -0.13767 -3.69412 3.05341
C -0.33071 -2.19340 2.83543
Br -1.55561 -1.60100 1.41810
H -1.09983 -4.20613 3.06619
H 0.47303 -4.08552 2.23980
H 0.59247 -1.61729 2.77266
H -0.74764 -1.88478 3.79408
Br -5.14568 0.71660 1.64270
C -3.58790 1.76864 2.44448
C -4.13285 2.60773 3.65920
Br -4.47485 1.51354 5.26041
H -3.19033 2.43122 1.67569
H -2.82978 1.08482 2.82623
H -5.00832 3.15193 3.30492
H -3.42694 3.38634 3.94822
Br 2.50029 1.97520 1.83997
C 3.02059 1.16118 0.11357
C 3.69732 2.21965 -0.78522
Br 4.26553 1.39898 -2.51297
H 2.08996 0.81727 -0.33783
H 3.74780 0.35436 0.20477
H 4.54198 2.62288 -0.22662
H 3.06811 3.08876 -0.97721
```

gap between HOMO and LUMO	0.3105	hartree
net charge	0

***

*w* (0.6933 hartree below the next structure)